Entry 1:
The following is a DFT calculation (ωB97M-V with the def2-TZVPD basis set) of a molecular structure, C20H39Cl5N6OSi4TeZn.

Each line ends with the Mulliken charge.
Positions of all 77 atoms, in Å:
H1 -0.30603 -2.25842 2.19038  0.156
H2 -0.09375 2.02904 -0.59588  -0.480
H3 -1.69160 1.90094 -4.07067  0.375
C1 4.42699 -0.26266 0.53123  0.289
H4 -2.39631 -4.41246 -0.68324  0.305
N1 1.80523 -0.29346 1.82565  -0.009
Zn1 1.71361 -0.51446 -0.24924  0.918
H5 -0.45762 0.75582 -3.51782  0.183
H6 -0.88578 3.29497 -1.53357  0.444
H7 -4.46779 -1.77441 2.11052  0.294
H8 1.00904 -0.46710 2.42444  -0.316
H9 -1.44887 -2.13656 3.55252  0.389
H10 5.79960 0.05103 -0.90938  0.249
H11 -2.29232 -3.04223 -3.49061  0.294
H12 -3.50256 -1.83796 -3.92317  0.257
H13 -4.64171 -0.07454 1.67670  0.297
H14 4.66951 1.23299 4.55498  0.285
Cl1 1.94142 4.06928 0.52479  -0.198
Cl2 2.29254 6.24808 -1.69664  -0.199
H15 -1.53861 2.80910 0.03582  0.371
C2 -5.40702 -1.83645 -1.27087  -1.093
Cl3 3.31818 2.36459 -5.29241  -0.199
C3 2.30531 3.61870 -1.10298  0.705
H16 1.96886 0.69923 5.54513  0.485
C4 2.75672 1.89546 -2.69601  0.570
Te1 0.07425 -2.10105 -1.28155  -0.596
H17 1.03045 0.93904 4.07188  0.354
H18 -4.58077 1.13160 -2.27293  0.238
H19 -3.96195 2.78594 -2.23924  0.382
N2 5.60739 0.24127 0.06086  -0.542
H20 4.08656 -0.12513 5.52015  0.460
Si1 -2.23522 -0.75293 1.64091  0.297
O1 2.22901 1.38245 -0.42026  -0.251
H21 -4.08877 -4.82036 -1.00508  0.404
H22 -4.28009 1.92714 -0.72929  0.292
H23 -3.64655 -3.95705 0.47396  0.237
H24 5.88356 1.16361 0.35677  0.209
H25 -5.59136 -1.51311 -0.24459  0.271
C5 2.87780 0.01430 2.45636  0.406
H26 -4.07598 -0.51584 3.28971  0.381
N3 3.73794 -1.18538 -0.04019  -0.402
C6 2.41716 2.23455 -1.37233  -1.535
C7 -3.32728 -2.73509 -3.32575  -1.073
C8 4.24421 0.22546 4.50277  -1.159
Cl4 2.97264 5.39575 -4.62497  -0.200
Cl5 2.94997 0.21383 -3.06862  -0.175
C9 -1.52745 0.97914 -3.50603  -0.932
H27 3.48376 -4.25532 0.45928  0.305
Si2 -2.06332 -0.91025 -0.67972  -0.187
C10 -4.02319 -0.78413 2.23111  -1.124
H28 -0.55970 1.13451 1.82232  0.054
C11 -1.48591 0.84112 2.32266  -0.852
Si3 -2.13570 1.16863 -1.74503  0.302
N4 3.09108 -4.36905 -0.45031  -0.109
H29 -5.63508 -0.99575 -1.92863  0.316
N5 4.07322 0.23731 1.76856  0.044
Si4 -3.63774 -2.42889 -1.50283  0.586
H30 -6.11012 -2.64125 -1.50042  0.396
C12 -1.06598 2.43917 -0.87605  -0.394
C13 -3.90497 1.81036 -1.74937  -1.075
H31 -3.98172 -3.52612 -3.70077  0.379
C14 -3.42495 -4.05689 -0.59150  -1.018
C15 1.74306 0.27933 4.56847  -1.135
C16 2.43818 -4.29618 -1.41364  -0.262
C17 2.47023 4.57979 -2.08629  0.236
H32 -2.18683 1.66980 2.19897  0.431
H33 4.67002 0.94855 2.15365  0.263
C18 2.77730 4.20508 -3.39467  0.249
H34 4.96347 -0.44174 4.03142  0.387
H35 -1.80862 -3.14706 2.14441  0.297
H36 -1.29123 0.73363 3.39469  0.334
C19 2.92307 2.85314 -3.68879  0.135
C20 -1.36237 -2.20243 2.46343  -0.980
H37 1.27829 -0.70153 4.70989  0.302
H38 -2.03302 0.16392 -4.02713  0.227
N6 2.97261 0.19337 3.79847  0.165
H39 4.15359 -1.48777 -0.91446  0.291

Calculated values
- F_max: 0.4 eV Å⁻¹
- E_tot: -182200.18626 eV
- HOMO-LUMO gap: 6.600 eV


Entry 2:
The following is a DFT calculation (ωB97M-V with the def2-TZVPD basis set) of 4 unconnected molecules or ions with the total composition C18H41BNO4.

Each line ends with the Mulliken charge.
Positions of all 65 atoms, in Å:
O1 -4.85193 0.80011 4.80550  -0.353
H1 4.58441 -1.21058 -1.21769  0.284
N1 -0.00445 -1.83173 -3.10898  -0.700
C1 3.82729 -0.97283 -1.97791  0.274
H2 5.90483 -2.62233 -2.75326  0.331
H3 -2.83961 -1.48438 3.21765  0.264
H4 0.98224 -3.47141 -2.25764  0.218
C2 4.66992 -4.25797 -2.03654  -1.017
H5 2.75041 -2.73310 -0.35627  -0.319
C3 3.91844 4.11688 -2.84025  -0.588
C4 -2.84426 0.06900 1.69462  -0.368
B1 2.06948 -1.72186 -0.39162  0.447
H6 3.51468 2.76790 -4.47848  0.244
C5 2.50474 4.67778 -2.76190  -0.535
H7 -6.89790 1.03634 4.82068  0.289
C6 -3.89536 -1.63637 0.44662  -0.406
H8 -4.78881 -2.26083 0.38022  0.296
C7 4.95874 -3.10449 -2.99391  -0.705
H9 1.75471 1.65027 -3.27634  0.147
H10 -3.98268 3.23762 6.84191  0.343
H11 -2.12757 0.41969 0.94899  0.309
H12 -0.15568 -1.20407 -0.59820  -0.060
H13 -3.44848 -1.56155 -0.55107  0.182
H14 2.21190 5.14442 -3.71152  0.273
O2 1.64512 3.57256 -2.50807  -0.434
H15 5.23666 -5.13392 -2.35885  0.383
H16 -6.24853 2.30940 6.75102  0.258
O3 2.57450 -0.72226 -1.41867  -0.448
H17 4.35340 4.04831 -1.84053  0.282
H18 4.57891 4.72501 -3.45912  0.361
H19 0.17661 -2.76307 0.13957  0.064
H20 -6.36514 3.62211 5.57311  0.328
H21 4.96595 -4.04524 -1.01904  0.258
H22 -2.89879 1.32669 5.19772  0.269
C8 2.36686 2.33863 -2.69645  -0.073
C9 -5.99909 1.64458 4.71144  -0.460
C10 3.66400 2.71895 -3.39607  -0.428
H23 2.89194 -2.43756 -3.27981  0.204
H24 4.46641 2.01240 -3.19406  0.283
H25 -3.96875 3.47283 5.09060  0.268
H26 4.13414 -1.47235 -4.02499  0.299
H27 3.61940 -4.51437 -2.07959  0.189
H28 -4.96581 -0.32054 1.78668  0.114
H29 -4.48285 0.46531 0.27579  0.354
C11 -2.41869 -1.29135 2.22330  -0.401
C12 0.49664 -2.08219 -0.65377  -0.116
C13 -4.17746 -0.25856 1.03134  -0.403
H30 -3.85436 0.83228 6.60752  0.268
O4 -2.95624 -2.26086 1.31853  -0.413
C14 -5.85083 2.69107 5.80762  -0.513
H31 -6.01278 2.10825 3.71879  0.254
H32 -2.91987 0.82069 2.48028  0.170
C15 -3.88009 1.39502 5.66785  -0.357
H33 -0.81764 -1.26665 -2.90207  0.284
H34 -1.33519 -1.40243 2.26862  0.292
C16 -4.33370 2.83031 5.89486  -0.576
H35 2.55465 1.88142 -1.72288  0.160
C17 0.20013 -2.76286 -1.99372  -0.706
H36 5.09736 -3.54040 -3.98477  0.389
C18 3.88257 -2.02537 -3.11753  -0.309
H37 4.14982 -0.02216 -2.42490  -0.602
H38 2.15572 -1.19295 0.73526  -0.313
H39 0.79939 -1.21692 -3.16896  0.311
H40 2.38309 5.41477 -1.96509  0.269
H41 -0.72255 -3.34502 -1.91556  0.391

Calculated values
- Net charge: -1
- F_max: 0.9 eV Å⁻¹
- E_tot: -29687.23591 eV
- HOMO-LUMO gap: 6.187 eV


Entry 3:
The following is a DFT calculation (ωB97M-V with the def2-TZVPD basis set) of 2 unconnected molecules or ions with the total composition C2H3NO3 at a distorted geometry.

Each line ends with the Mulliken charge.
Positions of all 9 atoms, in Å:
O1 -0.13191 0.29398 0.14225  -0.389
H1 -0.04875 -1.19287 -3.08106  0.306
N1 -0.44328 0.91014 -2.66987  -0.303
O2 0.35173 -0.66820 2.06214  -0.486
H2 0.42845 -0.52415 3.01592  0.333
C1 0.05979 0.49342 1.43450  0.665
C2 -0.19316 -0.20534 -2.71624  0.034
H3 0.08899 -0.63650 -0.18293  0.344
O3 -0.11185 1.52952 1.99529  -0.504

Calculated values
- F_max: 2.2 eV Å⁻¹
- SMILES: O=C(O)O.C#N
- E_tot: -9754.58683 eV
- HOMO-LUMO gap: 11.448 eV


Entry 4:
The following is a DFT calculation (ωB97M-V with the def2-TZVPD basis set) of a molecular structure, C3H8N2 at a distorted geometry.

Each line ends with the Löwdin spin population.
Positions of all 13 atoms, in Å:
H1 1.20991 -0.60745 0.14783  0.064
H2 -1.92462 -1.12943 -0.96723  -0.002
H3 -0.57881 -1.96109 -0.53096  0.014
N1 0.05122 0.75153 1.32125  0.404
N2 1.48332 0.36930 -0.59608  0.172
C1 -0.86626 -0.86462 -0.63402  0.026
H4 -0.65311 1.18891 0.18920  0.024
H5 -0.35685 -0.34936 -1.47018  0.005
H6 -2.02092 0.11438 0.91222  0.007
C2 1.27205 0.40222 0.79198  0.128
H7 1.17644 1.32561 -0.96003  0.054
C3 -0.97956 0.10809 0.51135  0.099
H8 2.18721 0.65188 1.28468  0.005

Calculated values
- Net charge: -1
- Expectation value of S²: 0.761
- F_max: 4.7 eV Å⁻¹
- E_tot: -6213.42238 eV
- HOMO-LUMO gap (spin up / spin down): 5.449 / 6.111 eV
- Multiplicity: 2


Entry 5:
The following is a DFT calculation (ωB97M-V with the def2-TZVPD basis set) of 2 unconnected molecules or ions with the total composition NO4S at a distorted geometry.

Each line ends with the Mulliken charge.
Positions of all 6 atoms, in Å:
O1 -0.34621 0.31874 -1.17434  -0.259
O2 -0.89593 -1.72327 0.05245  -0.585
N1 0.99064 -0.11946 -0.60578  -0.188
S1 -0.33671 -0.40028 0.22822  1.071
O3 1.31614 1.67413 0.06202  -0.571
O4 -0.72793 0.25014 1.43743  -0.468

Calculated values
- Net charge: -1
- F_max: 4.8 eV Å⁻¹
- E_tot: -20509.31672 eV
- HOMO-LUMO gap (spin up / spin down): 8.614 / 8.697 eV


Entry 6:
The following is a DFT calculation (ωB97M-V with the def2-TZVPD basis set) of a molecular structure, C18H18Br54 at a distorted geometry.

Each line ends with the Mulliken charge.
Positions of all 90 atoms, in Å:
Br1 -24.11535 -13.45551 -1.34508  -0.030
Br2 -29.62120 -4.12711 2.78251  0.021
Br3 -32.69235 -12.49796 2.03133  -0.044
C1 -30.94140 -3.84297 4.23828  0.353
C2 -23.76264 -5.38722 11.11094  -0.490
H1 -21.84373 -12.40003 -0.85595  0.412
H2 -29.42062 -10.82614 12.32091  0.413
C3 -22.94945 -4.44443 6.79176  0.204
Br4 -20.81306 -13.73655 5.16882  -0.068
H3 -23.08034 -5.43069 7.22211  -0.312
Br5 -28.25042 -8.58629 12.28499  -0.048
Br6 -32.52818 -12.78249 7.12744  -0.093
Br7 -31.15526 -6.48870 7.39708  -0.064
H4 -27.97897 -1.20329 7.79122  0.345
Br8 -31.32979 -7.45301 -2.32123  -0.028
Br9 -32.32333 -5.21873 4.04209  -0.113
C4 -28.37133 -2.15443 8.12342  -0.394
Br10 -22.46915 -8.04159 6.96008  0.246
C5 -20.62531 -8.42574 6.71869  -0.169
Br11 -23.73478 -3.44055 11.56171  -0.074
Br12 -27.46749 -15.20760 2.00332  -0.035
H5 -20.60181 -9.52329 6.62472  0.224
H6 -24.15310 -1.97203 3.74451  -0.037
Br13 -29.15469 -10.61166 10.00870  0.055
Br14 -27.21910 -2.67713 9.56811  -0.082
C6 -31.96214 -10.99909 6.59204  -0.167
C7 -24.89899 -1.16181 3.63200  0.018
Br15 -28.96214 -7.48742 4.18883  0.448
H7 -28.42341 -7.59227 6.61551  -0.524
H8 -28.41277 -13.66260 6.61148  -0.135
Br16 -22.97983 -11.04545 10.68682  -0.102
Br17 -22.19934 -5.88382 10.10151  -0.021
H9 -30.45364 -4.11768 5.19512  -0.357
C8 -29.53371 -9.93795 11.73473  -0.426
Br18 -26.19001 -12.83154 7.34990  0.062
Br19 -24.89263 -0.26973 5.29290  -0.041
Br20 -24.26796 -0.08803 2.25714  -0.024
Br21 -28.23264 -3.13950 6.48334  0.129
Br22 -28.71938 -13.92704 8.98856  -0.158
Br23 -24.26727 -3.39112 7.74259  0.043
Br24 -26.45350 -9.00386 1.25678  -0.127
Br25 -23.17618 -11.17370 0.89252  0.051
C9 -31.14954 -6.86299 -0.55500  -0.021
C10 -22.68922 -12.70987 -0.22895  -0.390
Br26 -23.78659 -8.46746 3.15840  0.056
C11 -25.59610 -7.86727 2.66723  1.110
H10 -31.64581 -7.67534 -0.01869  -0.085
Br27 -20.22885 -10.97812 3.55451  -0.029
Br28 -21.90150 -14.13511 0.92753  -0.069
C12 -24.92797 -10.70569 10.63257  -0.325
Br29 -26.50337 -2.07849 3.18191  0.017
H11 -30.16640 -7.65281 9.39107  -0.086
Br30 -31.09884 -9.84423 1.56197  0.093
Br31 -25.85117 -5.93500 2.23515  -0.041
H12 -27.28358 -14.29112 4.27207  0.213
Br32 -21.15214 -3.65007 6.96345  -0.030
Br33 -26.90028 -9.36654 5.76202  0.468
Br34 -25.45276 -5.98401 10.46711  0.079
H13 -23.70693 -5.79872 12.10798  0.418
Br35 -29.34793 -6.72442 0.09402  0.043
H14 -30.25675 -12.11377 1.62262  -0.358
C13 -27.78321 -7.62091 5.77624  -0.062
Br36 -31.45628 -1.98662 4.34338  -0.030
Br37 -25.87061 -12.27723 11.26142  -0.049
H15 -31.91588 -10.53547 7.55609  0.129
Br38 -23.09400 -11.39240 5.28493  0.202
C14 -30.18794 -6.63286 9.13899  -0.116
Br39 -25.48568 -9.84443 8.95371  0.172
H16 -25.03278 -10.01237 11.42363  0.337
H17 -21.97728 -12.69674 3.26033  -0.225
Br40 -33.32561 -9.99913 5.78399  -0.073
Br41 -30.34951 -10.82451 5.69250  0.264
Br42 -27.54717 -12.08837 3.10478  0.053
Br43 -19.94037 -7.53316 5.06314  -0.093
Br44 -26.49180 -6.15413 5.89624  0.815
Br45 -27.21638 -15.71238 6.80356  -0.009
C15 -27.93616 -14.00935 3.47572  -0.301
Br46 -23.43933 -4.65367 4.92527  -0.070
Br47 -31.02851 -12.08320 -0.72811  -0.030
C16 -31.13012 -11.71817 1.14460  0.330
Br48 -29.76009 -14.33915 4.05358  -0.041
Br49 -30.09782 -1.68271 8.72042  -0.051
Br50 -31.33057 -9.40266 12.03525  -0.037
H18 -26.18024 -8.02409 3.58416  -1.279
Br51 -31.01540 -5.70045 10.67830  -0.058
Br52 -28.36396 -6.09553 8.91053  0.245
C17 -27.66794 -13.99540 7.33300  0.100
Br53 -32.08034 -5.22818 -0.24119  -0.040
C18 -21.61482 -12.20080 4.22217  0.073
Br54 -19.58533 -7.95683 8.29029  -0.082

Calculated values
- F_max: 2.3 eV Å⁻¹
- E_tot: -3801246.71054 eV
- HOMO-LUMO gap: 9.255 eV


Entry 7:
The following is a DFT calculation (ωB97M-V with the def2-TZVPD basis set) of C7H9N in the gas phase at a distorted geometry.

Each line ends with the Mulliken charge.
Positions of all 17 atoms, in Å:
H1 1.91898 -1.37512 1.03249  0.338
C1 1.56543 -0.94637 0.06945  -0.530
H2 -1.11128 -0.19017 2.02135  0.485
H3 2.25624 1.23191 -0.23965  0.437
C2 -0.80006 0.09611 1.04396  -0.437
C3 -0.02840 -1.11717 0.11107  -0.048
C4 -1.79204 -0.05038 -0.17320  -0.351
H4 -2.29668 -1.01635 -0.43498  0.277
N1 -0.69397 -0.35215 -1.06096  -0.516
H5 -0.73668 -2.02633 0.00817  0.281
H6 1.94292 -1.31914 -0.90113  0.308
H7 0.27151 2.20676 1.05919  0.311
C5 0.10098 1.15848 0.44902  -0.119
H8 0.22938 1.51525 -1.72807  0.369
C6 0.18414 0.69920 -0.95754  -0.614
C7 1.41381 0.59324 -0.07698  -0.467
H9 -2.42427 0.89222 -0.22219  0.276

Calculated values
- F_max: 7.1 eV Å⁻¹
- SMILES: C1[C@@H]2[C@@H]3[C@H]4CN([C@H]23)[C@@H]14
- E_tot: -8889.98659 eV
- HOMO-LUMO gap: 9.760 eV


Entry 8:
The following is a DFT calculation (ωB97M-V with the def2-TZVPD basis set) of 11 unconnected molecules or ions with the total composition C4H31NO11S at a distorted geometry.

Each line ends with the Mulliken charge.
Positions of all 48 atoms, in Å:
O1 3.80776 -0.15588 0.62201  -0.674
C1 -0.94628 2.03718 0.18330  -0.147
H1 -2.82589 2.74590 0.44620  0.359
H2 -1.81989 -0.54205 -3.37575  0.260
O2 1.47176 -3.78942 -1.49784  -0.587
O3 1.53310 -1.21178 -3.49363  -0.694
H3 3.04364 2.74722 1.61880  0.271
O4 2.68184 1.97239 -1.50215  -0.614
H4 0.83764 -1.18413 -4.18233  0.322
H5 3.99731 0.64331 -0.01509  0.296
H6 -0.94706 3.60527 3.69482  0.312
O5 0.70320 1.28558 -4.37215  -0.654
O6 -1.92813 3.00692 0.10150  -0.572
H7 -0.43476 2.20335 1.23889  0.134
H8 -1.62498 0.62784 2.15334  0.148
H9 -4.04885 -0.69382 0.72893  0.478
H10 -3.74901 0.56794 -0.30557  0.363
H11 2.14870 -3.70514 0.66533  0.318
H12 1.80734 3.57009 1.38908  0.286
H13 1.43217 0.31452 -0.72879  0.226
O7 -1.38049 -0.94234 -2.61632  -0.559
H14 -1.66826 0.36925 -0.93199  0.046
C2 -3.44496 0.19258 0.73683  -1.539
O8 2.25045 2.77693 1.09469  -0.563
O9 1.32163 -0.51816 -0.41413  -0.435
N1 -1.23668 0.64833 0.00617  0.200
O10 -1.85034 3.47268 3.28024  -0.643
S1 -2.52876 -2.03943 2.97777  -0.177
H15 1.38569 0.60849 -4.43570  0.355
H16 -1.26229 -1.82657 -2.74598  0.264
H17 -2.20099 -2.06586 0.65309  0.407
H18 0.72564 -0.50568 0.22572  0.243
C3 -1.98416 0.07941 1.19681  0.979
H19 1.01265 -1.15618 -2.64088  0.297
H20 3.52357 2.32688 -1.71508  0.262
H21 -2.02204 2.49555 3.08586  0.354
H22 -4.03234 0.91109 1.41935  0.303
C4 -1.76162 -1.41405 1.41741  -1.598
O11 3.12692 -3.61502 0.98972  -0.656
H23 -0.10752 2.25383 -0.58733  0.081
H24 3.34428 -2.77882 0.43357  0.317
H25 2.93694 -0.48929 0.43974  0.404
H26 0.90064 1.76795 -3.55688  0.297
H27 -0.78413 -1.80322 1.31796  0.452
H28 2.39486 2.39669 -0.64394  0.356
H29 2.00280 -4.33617 -1.94787  0.254
H30 1.50080 -2.85890 -1.85778  0.343
H31 -1.42930 -1.74266 3.73135  0.129

Calculated values
- F_max: 6.9 eV Å⁻¹
- SMILES: C[C@@H](CS)NCO.O.O.O.O.O.O.O.O.O.O
- E_tot: -39496.23998 eV
- HOMO-LUMO gap: 9.154 eV